[1]
{"formula": "C2HClF2O2", "method": "the ωB97M-V functional and the def2-TZVPD basis", "elements": ["H", "C", "F", "O", "O", "F", "Cl", "C"], "xyz": [[2.3135, -0.0418, 0.1355], [-0.7481, -0.8411, -0.1232], [-1.5415, -1.8810, -0.3374], [1.1603, 1.3469, 0.4772], [1.9288, 0.6944, -0.4089], [0.4600, -1.1299, 0.2693], [-2.3248, 1.5132, -0.0099], [-1.2483, 0.3393, -0.0026]], "nbo_charge": [0.449, 0.646, -0.294, -0.285, -0.371, -0.278, 0.242, -0.110], "e_above_lowest_ev": 8.993, "lumo_ha": -0.0809, "homo_lumo_gap_ev": 6.16, "e_homo_ev": -8.363}



[2]
{"formula": "C2HClF2S", "method": "the ωB97M-V functional and the def2-TZVPD basis", "elements": ["F", "S", "C", "H", "Cl", "F", "C"], "xyz": [[0.4617, -2.1586, -0.8111], [0.6866, -1.5347, 0.6494], [-0.7863, 0.6736, 0.1903], [-1.7215, 0.0332, 0.1709], [2.0082, 0.9414, -0.2202], [-1.1022, 1.8982, -0.1076], [0.4536, 0.1468, 0.1283]], "nbo_charge": [-0.482, 0.657, 0.274, 0.201, 0.017, -0.294, -0.373], "e_above_lowest_ev": 1.183, "lumo_ha": -0.0048, "homo_lumo_gap_ev": 9.45, "smiles": "F/C=C(\\Cl)SF", "e_homo_ev": -9.586}



[3]
{"formula": "C2HClF4S", "method": "the ωB97M-V functional and the def2-TZVPD basis", "elements": ["H", "F", "Cl", "C", "F", "S", "F", "F", "C"], "xyz": [[-1.8390, -0.0739, -0.3414], [0.0462, -1.8012, -0.8819], [2.6871, 2.0983, -0.6140], [-1.1080, -0.1716, 0.4660], [1.2103, -0.9274, 0.8015], [1.3167, 1.2656, -1.8223], [-0.9742, 1.1585, 0.7272], [-1.4805, -0.7171, 1.6419], [0.1414, -0.8312, 0.0230]], "nbo_charge": [0.179, -0.292, -0.119, 0.431, -0.282, 0.014, -0.327, -0.315, 0.711], "e_above_lowest_ev": 2.652, "lumo_ha": [-0.0214, -0.0868], "homo_lumo_gap_ev": [8.85, 6.79], "e_homo_ev": [-9.434, -9.147]}



Number 1: DFT total energy -24133.6621 eV. Number 2: DFT total energy -30880.8667 eV. Number 3: DFT total energy -36314.5083 eV.